{"formula": "C3H8OS", "method": "wB97M-V/def2-TZVPD", "charge": 0, "energy_ev": -16121.5876, "e_above_lowest_kcal_mol": 38.0, "elements": ["C", "O", "H", "H", "C", "S", "C", "H", "H", "H", "H", "H", "H"], "coordinates": [[-2.486173, 1.692453, 0.099974], [-2.033277, 0.671527, -0.345391], [-1.903023, 2.713949, -0.037589], [-3.439854, 1.874618, 0.469548], [0.596676, -0.926939, -1.321481], [0.221676, -1.344711, 0.365074], [1.538745, -0.635159, 1.271723], [-0.318794, -1.102607, -2.055073], [0.886211, 0.094449, -1.471697], [1.537484, -1.442422, -1.647587], [1.393721, -1.047243, 2.374308], [1.507561, 0.433176, 1.369422], [2.499049, -0.981088, 0.928770]], "atomic_forces_ev_per_a": [[3.300, 1.692, -2.238], [-0.676, 0.438, 0.544], [-0.543, -1.590, 0.439], [-2.214, -0.410, 1.141], [-0.097, -0.566, -2.103], [-1.342, -0.686, -0.135], [0.129, -0.991, 2.844], [1.994, 0.006, 1.776], [-0.307, 0.948, 0.304], [-1.081, -0.198, -0.021], [0.355, 0.749, -2.220], [0.004, 0.612, -0.233], [0.477, -0.005, -0.097]]}